Here is a molecular structure, C40H43AsCoN2P2S2Te from the OMol25 dataset. Energies are from ωB97M-V with the def2-TZVPD basis set.

CARTESIAN COORDINATES (ANGSTROEM)
Co (-0.18, 0.45, -0.19)
C (2.44, 1.32, -2.04)
P (0.79, 2.06, -1.82)
C (0.08, 2.41, -3.45)
C (-1.04, 3.24, -3.53)
C (-1.70, 3.43, -4.72)
C (-1.26, 2.78, -5.87)
C (-0.16, 1.94, -5.81)
C (0.51, 1.76, -4.60)
C (1.18, 3.69, -1.09)
C (1.29, 4.86, -1.83)
C (1.62, 6.06, -1.20)
C (1.86, 6.08, 0.17)
C (1.76, 4.91, 0.91)
C (1.42, 3.72, 0.28)
C (2.79, 0.64, -0.75)
C (4.01, 0.32, -0.22)
C (3.75, -0.50, 0.92)
C (2.38, -0.63, 1.00)
C (1.55, -1.49, 1.89)
P (-0.22, -0.98, 1.83)
C (-0.44, 0.11, 3.28)
C (-1.71, 0.39, 3.76)
C (-1.90, 1.34, 4.75)
C (-0.82, 2.03, 5.27)
C (0.46, 1.77, 4.79)
C (0.65, 0.81, 3.80)
C (-1.04, -2.55, 2.22)
C (-1.55, -2.91, 3.46)
C (-2.12, -4.16, 3.64)
C (-2.18, -5.06, 2.60)
C (-1.67, -4.71, 1.35)
C (-1.11, -3.46, 1.16)
N (1.78, 0.08, 0.00)
H (3.18, 2.07, -2.32)
H (2.39, 0.57, -2.84)
H (-1.39, 3.74, -2.63)
H (-2.56, 4.08, -4.76)
H (-1.78, 2.92, -6.81)
H (0.18, 1.43, -6.69)
H (1.36, 1.09, -4.58)
H (1.12, 4.86, -2.90)
H (1.70, 6.96, -1.78)
H (2.12, 7.01, 0.66)
H (1.95, 4.92, 1.97)
H (1.34, 2.81, 0.86)
H (4.97, 0.61, -0.60)
H (4.48, -0.94, 1.59)
H (1.90, -1.52, 2.93)
H (1.54, -2.53, 1.53)
H (-2.57, -0.12, 3.34)
H (-2.90, 1.54, 5.12)
H (-0.96, 2.77, 6.05)
H (1.31, 2.31, 5.18)
H (1.65, 0.64, 3.42)
H (-1.49, -2.22, 4.29)
H (-2.51, -4.43, 4.62)
H (-2.63, -6.04, 2.74)
H (-1.72, -5.40, 0.52)
H (-0.73, -3.19, 0.18)
C (-4.66, 2.40, -0.41)
C (-3.68, 3.27, 0.38)
C (-2.43, 2.54, 0.59)
N (-1.47, 1.91, 0.68)
H (-5.55, 2.98, -0.63)
H (-4.95, 1.52, 0.16)
H (-4.21, 2.05, -1.34)
H (-4.07, 3.57, 1.35)
H (-3.43, 4.18, -0.17)
C (3.17, -4.43, 0.18)
As (3.09, -3.92, -1.68)
C (2.94, -5.59, -2.63)
C (4.87, -3.28, -2.06)
S (1.59, -2.55, -2.12)
H (3.90, -5.24, 0.31)
H (2.19, -4.76, 0.49)
H (3.47, -3.56, 0.76)
H (3.78, -6.24, -2.38)
H (2.93, -5.38, -3.69)
H (2.00, -6.06, -2.35)
H (5.61, -3.99, -1.71)
H (4.98, -2.33, -1.55)
H (4.96, -3.14, -3.13)
Te (-1.78, -0.67, -1.91)
C (-3.21, -1.58, -0.67)
C (-3.69, -1.15, 0.54)
C (-4.65, -2.03, 1.11)
C (-4.89, -3.11, 0.33)
S (-3.95, -3.07, -1.10)
H (-3.34, -0.24, 1.01)
H (-5.13, -1.86, 2.07)
H (-5.57, -3.93, 0.52)

highest occupied orbital energy (alpha / beta): -6.43 / -6.51 eV
LUMO (alpha / beta): 0.5 / 0.4 eV
multiplicity: 4
ΔE to the lowest compared entry with this formula, charge and spin: 38.7 kJ/mol

Here is a molecular structure, C40H43BrIN4OPbSSb in a non-equilibrium geometry from the OMol25 dataset. Energies are from ωB97M-V with the def2-TZVPD basis set.

CARTESIAN COORDINATES (ANGSTROEM)
Pb (-0.72, -0.23, 0.47)
Br (3.29, 3.80, 6.18)
C (2.72, 2.69, 4.75)
C (3.64, 1.94, 4.04)
C (3.21, 1.16, 2.99)
C (1.87, 1.12, 2.57)
O (1.51, 0.39, 1.52)
C (0.93, 1.86, 3.33)
C (-0.51, 1.89, 3.17)
N (-1.28, 1.40, 2.26)
C (-2.67, 1.63, 2.38)
C (-3.20, 2.75, 2.98)
C (-4.59, 2.91, 3.16)
C (-5.45, 1.96, 2.71)
C (-4.96, 0.84, 2.01)
C (-5.82, -0.12, 1.43)
C (-5.30, -1.16, 0.72)
C (-3.91, -1.23, 0.56)
N (-3.07, -0.35, 1.07)
C (-3.56, 0.68, 1.82)
C (1.39, 2.62, 4.42)
H (4.69, 1.96, 4.31)
H (3.93, 0.54, 2.47)
H (-0.99, 2.43, 3.99)
H (-2.55, 3.55, 3.32)
H (-4.95, 3.80, 3.66)
H (-6.52, 2.06, 2.85)
H (-6.89, 0.00, 1.55)
H (-5.93, -1.91, 0.27)
H (-3.47, -2.03, -0.03)
H (0.67, 3.17, 5.02)
C (-0.56, -1.14, -3.05)
C (-1.10, -2.35, -2.33)
C (-1.67, -3.40, -3.08)
C (-2.17, -4.49, -2.43)
C (-2.07, -4.57, -1.02)
C (-2.56, -5.68, -0.30)
C (-2.42, -5.73, 1.06)
C (-1.78, -4.68, 1.74)
C (-1.31, -3.56, 1.07)
S (-0.52, -2.33, 2.03)
C (-1.47, -3.48, -0.34)
N (-1.03, -2.38, -1.01)
H (-0.15, -1.43, -4.02)
H (0.20, -0.65, -2.45)
H (-1.36, -0.42, -3.24)
H (-1.71, -3.33, -4.16)
H (-2.63, -5.30, -2.97)
H (-3.04, -6.48, -0.85)
H (-2.78, -6.58, 1.61)
H (-1.66, -4.73, 2.81)
C (2.24, 0.83, -3.53)
C (3.01, -0.18, -2.73)
C (2.77, -1.62, -3.12)
Sb (2.67, 0.10, -0.45)
C (3.56, 2.11, -0.16)
C (2.48, 3.14, -0.43)
C (4.80, 2.30, -1.03)
C (3.77, -1.57, 0.53)
C (2.99, -2.87, 0.37)
C (5.19, -1.64, -0.02)
H (2.59, 0.80, -4.57)
H (2.40, 1.85, -3.17)
H (1.17, 0.62, -3.54)
H (4.08, 0.06, -2.71)
H (1.74, -1.93, -2.94)
H (3.45, -2.30, -2.61)
H (2.95, -1.72, -4.20)
H (3.84, 2.16, 0.88)
H (2.21, 3.19, -1.49)
H (2.84, 4.13, -0.14)
H (1.58, 2.94, 0.15)
H (4.55, 2.31, -2.10)
H (5.55, 1.53, -0.85)
H (5.25, 3.26, -0.79)
H (3.77, -1.29, 1.58)
H (2.97, -3.22, -0.66)
H (1.97, -2.76, 0.74)
H (3.47, -3.64, 0.97)
H (5.21, -1.86, -1.09)
H (5.72, -2.44, 0.49)
H (5.74, -0.71, 0.16)
I (-5.60, 3.38, -1.93)
C (-3.55, 2.97, -2.07)
C (-2.72, 3.66, -2.94)
C (-1.37, 3.32, -2.97)
C (-0.92, 2.32, -2.14)
N (-1.72, 1.65, -1.31)
C (-3.01, 1.96, -1.28)
H (-3.11, 4.45, -3.56)
H (-0.70, 3.84, -3.65)
H (0.13, 2.02, -2.13)
H (-3.63, 1.40, -0.60)

highest occupied orbital energy (alpha / beta): -12.19 / -12.19 eV
LUMO (alpha / beta): -7.9 / -7.9 eV
charge: +2
ΔE to the lowest compared entry with this formula, charge and spin: 57.4 kJ/mol

Here is a molecular structure, C40H43INPRuSSi in a non-equilibrium geometry from the OMol25 dataset. Energies are from ωB97M-V with the def2-TZVPD basis set.

CARTESIAN COORDINATES (ANGSTROEM)
Ru (0.55, 1.18, 0.86)
C (2.27, 1.82, 2.43)
C (1.85, 3.10, 1.96)
C (2.53, 3.36, 0.74)
C (3.29, 2.20, 0.39)
C (3.12, 1.24, 1.41)
C (3.84, -0.06, 1.55)
C (4.22, 2.14, -0.77)
C (2.60, 4.69, 0.08)
C (1.09, 4.12, 2.74)
C (2.31, 1.49, 3.89)
H (3.18, -0.83, 1.96)
H (4.69, 0.05, 2.22)
H (4.21, -0.40, 0.59)
H (3.72, 2.43, -1.70)
H (4.64, 1.15, -0.89)
H (5.04, 2.84, -0.61)
H (1.61, 5.12, -0.08)
H (3.11, 4.62, -0.88)
H (3.16, 5.37, 0.72)
H (0.45, 4.72, 2.09)
H (1.79, 4.80, 3.24)
H (0.47, 3.65, 3.50)
H (2.85, 2.28, 4.40)
H (2.85, 0.56, 4.07)
H (1.32, 1.44, 4.33)
I (-0.27, 3.13, -1.12)
C (-2.02, 2.08, -1.75)
C (-3.18, 2.80, -1.67)
C (-4.35, 2.32, -2.26)
C (-4.30, 1.16, -2.98)
C (-3.11, 0.41, -3.09)
C (-3.06, -0.70, -3.96)
C (-1.90, -1.39, -4.15)
C (-0.80, -1.09, -3.35)
C (-0.80, -0.05, -2.44)
P (0.66, -0.14, -1.28)
C (2.03, 0.02, -2.47)
C (3.22, -0.67, -2.22)
C (4.27, -0.59, -3.12)
C (4.14, 0.19, -4.25)
C (2.98, 0.91, -4.49)
C (1.93, 0.83, -3.59)
C (0.65, -1.94, -0.93)
C (-0.06, -2.34, 0.20)
C (-0.11, -3.67, 0.58)
C (0.52, -4.63, -0.19)
C (1.22, -4.25, -1.32)
C (1.29, -2.92, -1.69)
C (-1.93, 0.82, -2.38)
H (-3.19, 3.76, -1.19)
H (-5.25, 2.90, -2.19)
H (-5.17, 0.81, -3.52)
H (-3.96, -0.97, -4.48)
H (-1.83, -2.19, -4.88)
H (0.08, -1.72, -3.44)
H (3.31, -1.27, -1.32)
H (5.18, -1.15, -2.94)
H (4.96, 0.25, -4.95)
H (2.89, 1.52, -5.37)
H (1.02, 1.39, -3.77)
H (-0.59, -1.60, 0.78)
H (-0.65, -3.95, 1.47)
H (0.47, -5.67, 0.09)
H (1.70, -5.00, -1.94)
H (1.86, -2.65, -2.57)
C (-3.89, -3.65, 1.66)
Si (-3.98, -1.76, 1.92)
C (-4.12, -0.94, 0.20)
C (-5.44, -1.32, 3.06)
C (-2.36, -1.28, 2.81)
C (-1.89, -2.10, 3.83)
C (-0.61, -1.94, 4.34)
C (0.22, -1.00, 3.76)
N (-0.22, -0.16, 2.84)
C (-1.50, -0.24, 2.43)
S (-1.95, 1.06, 1.38)
H (-4.87, -4.02, 1.38)
H (-3.59, -4.18, 2.56)
H (-3.20, -3.93, 0.87)
H (-4.89, -1.43, -0.39)
H (-3.19, -1.02, -0.35)
H (-4.37, 0.11, 0.28)
H (-6.37, -1.70, 2.65)
H (-5.54, -0.24, 3.19)
H (-5.32, -1.76, 4.05)
H (-2.53, -2.87, 4.22)
H (-0.26, -2.56, 5.15)
H (1.25, -0.90, 4.07)

highest occupied orbital energy (alpha / beta): -9.84 / -9.88 eV
LUMO (alpha / beta): -3.3 / -4.0 eV
charge: +1
multiplicity: 2

Number 1: molecular weight 939.3 g/mol. Number 2: molecular weight 1163.6 g/mol. Number 3: molecular weight 856.9 g/mol.